{"formula": "C38H30BiBrF7N6O5PS", "method": "ωB97M-V with the def2-TZVPD basis set", "total_charge": 1, "fmax_ha_per_bohr": 0.0265, "spin_multiplicity": 2, "e_tot_ev": -174101.9026, "s_squared": 0.77, "symbols": ["Bi", "C", "C", "C", "C", "C", "C", "C", "F", "C", "C", "C", "O", "C", "C", "N", "C", "C", "O", "O", "H", "H", "H", "H", "H", "H", "H", "H", "H", "H", "H", "Br", "C", "C", "C", "C", "C", "N", "C", "O", "O", "H", "H", "H", "N", "C", "C", "C", "C", "C", "C", "S", "N", "C", "C", "C", "C", "C", "C", "N", "H", "H", "H", "H", "H", "H", "H", "H", "H", "F", "P", "F", "F", "F", "F", "F", "N", "C", "C", "C", "C", "C", "C", "H", "H", "H", "H", "H", "H", "H"], "positions_angstrom": [[0.01549, -0.94873, -2.12538], [0.06621, 3.27681, 5.77848], [-1.24586, 3.47919, 5.04043], [-2.45902, 3.26103, 5.93834], [-3.71298, 3.73659, 5.21408], [-3.76102, 3.20997, 3.80184], [-4.95449, 3.21963, 3.10851], [-5.01979, 2.72565, 1.81169], [-6.20325, 2.72350, 1.18342], [-3.90887, 2.25249, 1.16735], [-2.69222, 2.24376, 1.84860], [-1.48812, 1.81441, 1.14480], [-1.43984, 1.75118, -0.08599], [-0.38140, 1.47994, 2.02731], [-0.39486, 1.91068, 3.32287], [-1.39780, 2.62386, 3.84756], [-2.61442, 2.69325, 3.17472], [0.66569, 0.65329, 1.39601], [0.90716, -0.53020, 2.01466], [1.19679, 0.94923, 0.34606], [0.11830, 4.00288, 6.58713], [0.92574, 3.45057, 5.13168], [0.12687, 2.27667, 6.20949], [-1.27473, 4.51244, 4.67305], [-2.33128, 3.81409, 6.86826], [-2.54429, 2.19917, 6.18058], [-3.72949, 4.83002, 5.18134], [-4.60725, 3.41359, 5.74727], [-5.85112, 3.59996, 3.57999], [-3.95489, 1.85694, 0.16518], [0.45488, 1.73020, 3.96368], [-2.79407, 1.29329, -3.93665], [-3.06618, -0.56666, -3.81066], [-4.35259, -1.06952, -3.83728], [-4.49673, -2.44799, -3.81363], [-3.37282, -3.25572, -3.78480], [-2.13085, -2.65308, -3.72966], [-1.97800, -1.32147, -3.73220], [-0.86076, -3.48200, -3.65461], [-0.86234, -4.62633, -4.03241], [0.19239, -2.84178, -3.21057], [-5.20611, -0.40845, -3.86152], [-5.48558, -2.88457, -3.81380], [-3.43742, -4.33315, -3.77015], [3.57616, -2.52309, 0.30077], [3.26917, -3.02349, 1.54248], [4.23284, -3.73771, 2.25870], [3.92574, -4.25927, 3.49900], [2.65941, -4.08492, 4.05136], [1.69785, -3.39084, 3.34640], [2.00912, -2.84860, 2.10314], [0.72264, -2.07242, 1.18846], [1.33733, -1.94074, -0.26896], [2.66622, -2.01987, -0.59325], [3.09588, -1.64253, -1.88151], [4.44396, -1.74590, -2.30717], [4.77534, -1.51817, -3.61449], [3.76613, -1.20662, -4.53384], [2.49039, -1.04387, -4.05941], [2.16257, -1.19767, -2.77281], [4.50462, -2.71868, -0.03221], [5.21303, -3.89364, 1.82572], [4.67451, -4.82200, 4.03886], [2.42547, -4.50958, 5.01630], [0.69773, -3.26511, 3.74166], [5.22501, -1.99983, -1.60478], [5.80402, -1.59825, -3.93644], [3.97900, -1.08850, -5.58423], [1.67710, -0.78362, -4.72306], [-1.39848, -2.83547, -0.53081], [-2.84333, -2.27969, 0.13425], [-3.63052, -3.36608, -0.71606], [-2.93716, -1.23234, -1.11050], [-1.96412, -1.12158, 0.92684], [-2.61020, -3.27313, 1.35898], [-4.17647, -1.68547, 0.75974], [0.61398, 1.39042, -3.02373], [1.89992, 1.79123, -3.49024], [2.96741, 1.88157, -2.60289], [4.22200, 2.23779, -3.06828], [4.42134, 2.50631, -4.41543], [3.35705, 2.41451, -5.29875], [2.09965, 2.05555, -4.84012], [-0.12249, 1.66681, -3.66347], [0.40165, 1.75215, -2.09450], [2.79550, 1.67049, -1.55584], [5.04629, 2.32817, -2.37349], [5.40254, 2.78595, -4.77322], [3.49797, 2.64186, -6.34656], [1.26712, 1.99127, -5.53168]], "atomic_forces_ev_per_a": [[-0.814, -1.049, 0.310], [-0.112, -0.055, -0.178], [0.049, 0.019, 0.360], [-0.107, 0.159, -0.148], [0.080, -0.116, 0.010], [-0.025, 0.043, 0.099], [0.056, -0.047, -0.070], [0.164, 0.026, 0.034], [-0.048, 0.012, -0.002], [-0.033, -0.067, 0.038], [-0.224, 0.204, 0.283], [0.261, 0.120, -0.834], [-0.026, -0.270, 0.232], [-0.149, -0.165, -0.001], [0.371, -0.139, -0.301], [0.052, -0.014, 0.258], [-0.355, 0.021, -0.495], [-0.207, 0.532, -0.747], [0.191, -0.760, 0.290], [-0.049, -0.468, 0.260], [-0.032, -0.022, 0.039], [0.047, -0.010, 0.047], [0.058, -0.021, 0.023], [0.007, -0.028, -0.009], [0.032, -0.025, 0.027], [0.079, -0.019, 0.034], [-0.008, -0.012, 0.058], [-0.020, 0.064, 0.011], [-0.042, -0.024, -0.008], [-0.006, 0.033, -0.117], [0.027, 0.054, 0.025], [-0.007, 0.204, 0.141], [0.083, -0.243, -0.139], [0.077, -0.055, -0.042], [0.007, 0.050, 0.022], [0.077, -0.027, -0.018], [-0.064, -0.070, -0.020], [-0.069, 0.125, -0.014], [-0.449, -0.244, -0.275], [0.014, 0.212, 0.168], [0.121, 0.651, 0.443], [0.037, 0.019, -0.038], [-0.014, -0.015, 0.002], [0.037, -0.010, -0.019], [-0.007, 0.128, -0.189], [0.053, -0.103, 0.159], [-0.055, 0.017, 0.058], [-0.021, 0.085, -0.102], [-0.099, -0.013, 0.078], [-0.102, -0.004, 0.039], [-0.327, -0.173, -0.093], [1.015, 0.822, -0.004], [-0.356, -0.300, 0.001], [0.320, 0.160, 0.308], [0.144, 0.123, -0.171], [0.018, -0.009, 0.121], [-0.160, -0.030, 0.027], [0.055, 0.000, -0.048], [-0.027, 0.000, -0.123], [0.366, -0.173, 0.304], [-0.041, -0.002, -0.036], [0.011, 0.018, -0.015], [0.020, 0.004, 0.004], [-0.027, 0.010, 0.016], [-0.014, -0.024, 0.038], [0.023, 0.017, -0.046], [0.018, -0.012, -0.001], [-0.036, 0.071, -0.028], [-0.004, 0.028, -0.064], [-0.031, 0.331, -0.226], [0.109, 0.542, 0.431], [0.008, -0.172, 0.054], [0.152, 0.058, -0.168], [0.175, -0.223, -0.165], [-0.048, -0.078, -0.071], [-0.050, -0.113, 0.005], [-0.037, -0.191, 0.024], [0.355, 0.259, -0.101], [-0.226, -0.060, 0.006], [-0.008, 0.040, -0.023], [0.068, -0.060, -0.025], [0.001, 0.030, 0.019], [-0.161, 0.004, 0.059], [-0.114, 0.083, 0.082], [-0.047, 0.341, 0.022], [0.040, 0.023, 0.126], [0.000, -0.040, 0.025], [0.003, 0.034, -0.006], [0.005, -0.029, -0.022], [-0.026, 0.009, -0.019]], "lowdin_spin": [0.0013, 0.0000, 0.0000, 0.0000, 0.0000, 0.0000, 0.0000, 0.0000, 0.0000, 0.0000, 0.0002, 0.0003, 0.0001, 0.0010, 0.0002, 0.0000, 0.0000, 0.0048, 0.0267, 0.0016, 0.0000, 0.0000, 0.0000, 0.0000, 0.0000, 0.0000, 0.0000, 0.0000, 0.0000, 0.0000, 0.0001, 0.0000, 0.0000, 0.0000, 0.0000, 0.0000, 0.0000, -0.0002, 0.0003, 0.0003, 0.0042, 0.0000, 0.0000, 0.0000, 0.1144, 0.0036, 0.0215, -0.0011, 0.0278, -0.0050, 0.0259, 0.0385, 0.0603, 0.2494, 0.0687, 0.0821, 0.0166, 0.1071, 0.0074, 0.1230, 0.0035, 0.0007, -0.0006, 0.0016, -0.0008, 0.0059, -0.0012, 0.0052, -0.0009, 0.0014, 0.0000, 0.0001, -0.0001, 0.0002, 0.0000, 0.0000, 0.0020, -0.0005, -0.0004, 0.0003, 0.0001, 0.0022, 0.0003, 0.0001, 0.0000, 0.0000, 0.0000, 0.0000, 0.0000, 0.0000]}